Version i
An isolated molecule of C8H14O, computed with wB97M-V/def2-TZVPD.

Positions of all 23 atoms, in Å:
C -0.11260 -0.85814 0.65102
C -0.71315 -0.10722 -0.52084
C 0.35215 -2.27808 0.38477
C -1.58144 -0.55701 0.61968
C 0.75846 -0.11871 1.64065
C 0.84573 1.49777 -1.64339
C -0.37072 1.31491 -0.78270
C -1.06205 2.33886 -0.30696
O 1.59603 -2.31651 -0.27868
H 1.52824 -1.77261 -1.07253
H -0.80351 -0.68522 -1.43776
H -0.40767 -2.81949 -0.19907
H 0.50806 -2.81156 1.32627
H -1.94646 0.18510 1.31151
H -2.27677 -1.36410 0.44228
H 0.61039 -0.52025 2.64213
H 0.51957 0.94168 1.64925
H 1.80780 -0.24230 1.37774
H 1.05024 2.55140 -1.81160
H 0.70383 1.01219 -2.60899
H 1.71398 1.04475 -1.16534
H -1.94159 2.20813 0.29901
H -0.77850 3.35640 -0.51647

Results
- SMILES = C=C(C)[C@@H]1C[C@@]1(C)CO
- HOMO (eV) = -9.27
- charge = 0
- Kohn-Sham gap (eV) = 10.12

Version ii
An isolated molecule of C8H14O, computed with wB97M-V/def2-TZVPD.

Positions of all 23 atoms, in Å:
C 0.31596 0.71566 -2.02376
C -0.87213 0.23776 -1.20310
C 0.66490 -1.34683 0.24152
C 1.27781 1.55269 -1.27406
C -0.54174 -0.51382 0.16547
C 0.60627 0.00066 0.95457
C -1.80182 -0.94358 0.81730
C 0.73952 0.47179 2.30396
O 2.55530 1.71796 -1.75431
H 0.78951 -0.25535 -2.52137
H -0.12876 1.20947 -2.92312
H -1.54534 1.18921 -1.02697
H -1.66566 -0.53766 -1.66641
H 0.66102 -2.16577 0.81669
H 1.49528 -1.44941 -0.64265
H 0.83646 2.41533 -0.82436
H -2.16554 -1.95945 0.58938
H -2.59657 -0.35880 0.38410
H -1.60600 -1.04655 1.92681
H 0.74724 1.67693 2.42577
H 1.83398 0.25812 2.72578
H -0.05135 0.02985 2.96375
H 3.13067 0.89857 -1.96431

Results
- HOMO (alpha / beta) (eV) = -7.53 / -7.25
- charge = 0
- Kohn-Sham gap (alpha / beta) (eV) = 8.34 / 8.05

Here is how they stack up, most stable first: version i, version ii.

Version i
A structure of composition C2HCuO3, computed with wB97M-V/def2-TZVPD.

Positions of all 7 atoms, in Å:
O -3.94742 0.22854 1.34497
C -2.89580 0.31319 0.95739
O 1.03871 -0.78807 0.36625
C 1.84614 -0.33118 -0.50395
O 1.52145 0.54567 -1.34354
H 2.88763 -0.72198 -0.51841
Cu -0.45071 0.75383 -0.30270

Results
- HOMO (eV) = -9.29
- charge = 0
- Kohn-Sham gap (eV) = 8.64

Version ii
A structure of composition C2HCuO3, computed with wB97M-V/def2-TZVPD.

Positions of all 7 atoms, in Å:
O 0.64767 0.85841 -0.09634
O -1.13603 -0.61693 -0.18424
O 0.98749 -1.35425 -0.17534
C -2.02543 0.26614 0.11798
C 0.31561 -0.32484 -0.12085
H -1.49542 1.14904 0.55904
Cu 2.70611 0.02242 -0.10024

Results
- HOMO (eV) = -8.10
- charge = 0
- Kohn-Sham gap (eV) = 6.16

Here is how they stack up, most stable first: version i, version ii.

Version i
A cluster of 2 separate species, CH5N2O in total, computed with wB97M-V/def2-TZVPD.

Positions of all 9 atoms, in Å:
O -2.63425 0.28434 0.52372
H -1.68430 0.64938 0.29563
N 0.02250 0.58869 -0.31713
C 0.84229 -0.38247 -0.12386
N 2.36146 -0.45789 -0.09812
H 0.28837 1.35472 -0.79166
H -2.26168 -0.52634 0.21379
H 0.68488 -1.25228 0.55306
H 2.30522 -1.12099 -0.81068

Results
- HOMO (eV) = -2.22
- charge = -1
- Kohn-Sham gap (eV) = 7.05

Version ii
A cluster of 2 separate species, CH5N2O in total, computed with wB97M-V/def2-TZVPD.

Positions of all 9 atoms, in Å:
C -0.25941 0.81234 0.33890
N 0.13525 -1.40685 -0.02701
N 0.45924 -0.33008 0.88508
O 2.52820 0.18588 -0.09925
H 0.33485 1.66142 0.67844
H 0.01741 0.81910 -0.65153
H -1.29680 0.84193 0.52303
H 0.73409 -1.31363 -0.82906
H 0.68340 -2.25292 0.45296

Results
- HOMO (alpha / beta) (eV) = -2.27 / -2.32
- charge = -1
- Kohn-Sham gap (alpha / beta) (eV) = 7.08 / 7.13

Here is how they stack up, most stable first: version i, version ii.

Version i
An isolated molecule of CHN3O, computed with wB97M-V/def2-TZVPD.

Positions of all 6 atoms, in Å:
O -1.42071 0.53202 -0.50981
N 0.38923 1.17535 0.20122
C 0.66690 -0.02926 0.26180
N -0.10553 -1.15244 -0.05864
N -1.23633 -0.69157 -0.47613
H 1.70644 0.16590 0.58156

Results
- HOMO (alpha / beta) (eV) = -11.36 / -11.36
- charge = 0
- Kohn-Sham gap (alpha / beta) (eV) = 9.89 / 9.90

Version ii
An isolated molecule of CHN3O, computed with wB97M-V/def2-TZVPD.

Positions of all 6 atoms, in Å:
C 0.82703 0.72066 0.06116
H 1.62674 1.31671 0.01970
N -0.55769 0.97172 -0.05564
N -1.20768 -0.05467 0.03230
N 1.03305 -0.53949 -0.03766
O -0.18284 -1.03544 0.00505

Results
- SMILES = c1nnon1
- HOMO (eV) = -11.76
- charge = 0
- Kohn-Sham gap (eV) = 12.01

Here is how they stack up, most stable first: version ii, version i.